Molecular formula: C5H7N2OS
Method: DFT, wB97M-V/def2-TZVPD

Output
- LUMO energy: -4.3 eV
- Calculated total energy: -777.3502 Ha
- HOMO energy: -0.4377 hartree
- Gap between HOMO and LUMO: 0.28109 hartree
- Net charge: +1
- Energy relative to the best compared isomer or geometry (same formula, charge and spin): 180.2 kJ/mol
- Strongest force on any atom: 4.10 eV/A

Positions of all 16 atoms, in Å:
C  1.647  -0.994  -0.600
C  1.782  1.302  -1.309
C  0.616  -0.228  -0.140
C  -1.585  0.884  1.524
C  -0.505  -0.758  0.654
N  0.720  1.062  -0.561
N  -1.423  -1.495  -0.099
O  -1.340  1.964  1.094
S  2.731  -0.074  -1.555
H  1.788  -2.044  -0.428
H  2.016  2.265  -1.723
H  -2.333  0.605  2.260
H  -0.192  -1.281  1.551
H  -1.834  -1.008  -0.884
H  0.044  1.765  -0.229
H  -2.131  -1.965  0.446

These are the Löwdin partial charges, in e, on atoms 1 to 8: C -0.272; C -0.321; C -0.310; C -0.030; C -0.198; N 0.081; N 0.056; O 0.021

---

Molecular formula: C30H52NO7PS
Method: DFT, wB97M-V/def2-TZVPD

Output
- LUMO energy: 0.4 eV
- Calculated total energy: -2495.1301 Ha
- HOMO energy: -0.3201 hartree
- SMILES: C[C@]1(CCCS)[C@H]([PH2]=O)C(=O)O[C@@H]1CCCNCc1ccccc1O.C1CCOC1.C1CCOC1.C1CCOC1
- Gap between HOMO and LUMO: 0.33603 hartree
- Strongest force on any atom: 3.64 eV/A

Positions of all 92 atoms, in Å:
C  1.282  -5.183  1.324
C  1.461  -3.820  2.106
C  2.828  -3.136  1.613
C  4.078  -4.086  1.690
C  4.551  -4.434  3.162
S  6.420  -4.364  3.221
C  1.312  -3.948  3.695
P  1.146  -5.638  4.474
O  2.256  -5.783  5.505
C  0.157  -2.877  3.973
O  -0.745  -2.896  4.744
O  0.472  -1.899  3.000
C  0.412  -2.652  1.757
C  -1.005  -3.062  1.207
C  -1.629  -1.967  0.227
C  -2.614  -0.970  0.989
N  -1.827  -0.318  2.056
C  -1.650  1.125  1.857
C  -0.499  1.492  0.873
C  0.911  1.631  1.284
C  1.965  2.016  0.333
C  1.656  2.299  -1.077
C  0.262  2.138  -1.507
C  -0.764  1.752  -0.552
O  -2.092  1.614  -0.988
H  2.088  -5.893  1.660
H  1.322  -4.968  0.226
H  0.255  -5.578  1.554
H  2.642  -2.900  0.511
H  2.973  -2.141  2.112
H  4.937  -3.513  1.223
H  3.958  -4.996  1.040
H  4.239  -5.485  3.373
H  4.207  -3.696  3.928
H  6.650  -4.651  4.555
H  2.150  -3.502  4.308
H  1.288  -6.719  3.564
H  -0.089  -5.681  5.205
H  0.794  -1.924  0.989
H  -1.753  -3.193  2.048
H  -1.018  -4.031  0.642
H  -0.842  -1.349  -0.280
H  -2.248  -2.506  -0.553
H  -3.362  -1.642  1.507
H  -3.120  -0.255  0.287
H  -2.210  -0.533  2.978
H  -2.597  1.675  1.577
H  -1.353  1.553  2.861
H  1.227  1.450  2.338
H  3.037  2.116  0.641
H  2.429  2.624  -1.816
H  0.050  2.358  -2.585
H  -2.188  0.783  -1.492
C  -1.587  6.369  0.036
C  -0.588  7.185  0.834
C  -0.103  6.173  1.857
O  -0.180  4.886  1.233
C  -0.929  5.001  0.017
H  -1.779  6.763  -0.963
H  -2.539  6.319  0.573
H  0.240  7.492  0.189
H  -1.015  8.080  1.289
H  -0.750  6.159  2.740
H  0.923  6.362  2.180
H  -0.227  4.910  -0.819
H  -1.653  4.187  -0.047
C  -5.008  3.614  -4.486
C  -4.211  4.125  -3.300
C  -2.816  3.622  -3.620
O  -2.707  3.583  -5.050
C  -4.009  3.760  -5.621
H  -5.934  4.161  -4.662
H  -5.256  2.559  -4.339
H  -4.221  5.220  -3.291
H  -4.580  3.773  -2.337
H  -2.664  2.607  -3.244
H  -2.033  4.265  -3.210
H  -4.051  4.762  -6.060
H  -4.164  3.026  -6.414
C  2.528  -1.510  -3.427
C  1.126  -1.029  -3.751
C  0.281  -2.220  -3.335
O  0.973  -2.859  -2.254
C  2.297  -2.317  -2.164
H  3.249  -0.703  -3.291
H  2.892  -2.162  -4.227
H  0.879  -0.161  -3.132
H  0.986  -0.753  -4.797
H  0.187  -2.946  -4.149
H  -0.721  -1.932  -3.009
H  2.337  -1.679  -1.273
H  3.019  -3.128  -2.045

These are the Löwdin partial charges, in e, on atoms 1 to 8: C -0.065; C -0.366; C -0.139; C -0.261; C -0.543; S 0.641; C -0.214; P 0.759

---

Molecular formula: C8H16Na2O4
Method: DFT, wB97M-V/def2-TZVPD

Output
- LUMO energy: -7.0 eV
- Calculated total energy: -939.5178 Ha
- HOMO energy: -0.6664 hartree
- Gap between HOMO and LUMO: 0.40942 hartree
- Net charge: +2
- Strongest force on any atom: 2.83 eV/A

Positions of all 30 atoms, in Å:
C  -1.828  -1.106  1.073
C  -0.451  -1.408  0.525
O  0.592  -1.266  1.309
C  1.806  -1.985  0.900
C  2.661  -2.105  2.131
O  -0.343  -2.034  -0.555
Na  0.589  -1.912  -2.458
H  -2.518  -1.912  0.767
H  -1.780  -1.128  2.171
H  -2.224  -0.102  0.803
H  1.554  -2.966  0.468
H  2.291  -1.385  0.125
H  3.714  -2.090  1.848
H  2.478  -1.300  2.841
H  2.480  -3.057  2.631
C  1.431  0.532  -1.845
C  0.025  0.785  -1.361
O  -0.209  1.812  -0.576
C  -1.606  2.266  -0.516
C  -1.562  3.688  -0.012
O  -0.940  0.189  -1.910
Na  -2.626  -1.016  -1.459
H  1.403  0.303  -2.916
H  2.010  1.455  -1.729
H  1.975  -0.245  -1.272
H  -2.089  2.197  -1.501
H  -2.136  1.611  0.180
H  -2.465  3.902  0.575
H  -0.681  3.883  0.616
H  -1.552  4.394  -0.853

These are the Löwdin partial charges, in e, on atoms 1 to 8: C 0.066; C -0.470; O 0.065; C -0.166; C -0.029; O -0.049; Na 0.722; H 0.118

---

Molecular formula: C23H23N3O2
Method: DFT, wB97M-V/def2-TZVPD

Output
- LUMO energy: -0.4 eV
- Calculated total energy: -1204.9817 Ha
- HOMO energy: -0.2843 hartree
- SMILES: O=C1C(=Cc2ccccc2)C(=O)c2ccccc21.C1CN=C2NCCCN2C1
- Gap between HOMO and LUMO: 0.27111 hartree
- Energy relative to the best compared isomer or geometry (same formula, charge and spin): 133.5 kJ/mol
- Strongest force on any atom: 2.12 eV/A

Positions of all 51 atoms, in Å:
O  2.705  2.018  -1.782
C  2.579  0.813  -1.921
C  1.301  0.020  -1.860
C  0.081  0.616  -1.757
C  -1.187  -0.085  -1.884
C  -1.431  -1.226  -1.091
C  -2.574  -2.001  -1.289
C  -3.532  -1.621  -2.246
C  -3.306  -0.476  -3.030
C  -2.158  0.299  -2.851
C  1.625  -1.406  -2.249
O  0.874  -2.340  -2.486
C  3.122  -1.464  -2.357
C  3.950  -2.576  -2.507
C  5.339  -2.396  -2.476
C  5.886  -1.103  -2.331
C  5.048  0.011  -2.203
C  3.667  -0.182  -2.197
H  0.072  1.712  -1.783
H  -0.681  -1.483  -0.342
H  -2.712  -2.899  -0.685
H  -4.448  -2.209  -2.374
H  -4.040  -0.191  -3.787
H  -1.946  1.158  -3.496
H  3.502  -3.562  -2.625
H  6.001  -3.255  -2.563
H  6.967  -0.977  -2.312
H  5.446  1.019  -2.095
C  1.070  0.642  3.172
C  0.983  0.064  1.774
N  -0.205  0.395  1.025
C  -1.210  0.916  1.694
N  -2.262  1.443  0.991
C  -3.401  2.072  1.595
C  -3.679  1.446  2.943
C  -2.438  1.447  3.793
N  -1.286  0.974  3.053
C  -0.228  0.472  3.897
H  1.852  0.135  3.729
H  1.327  1.701  3.120
H  1.828  0.399  1.153
H  1.049  -1.036  1.858
H  -2.119  1.499  -0.013
H  -4.262  1.940  0.936
H  -3.225  3.150  1.730
H  -4.032  0.420  2.830
H  -4.453  2.005  3.470
H  -2.557  0.793  4.670
H  -2.232  2.463  4.181
H  -0.418  -0.583  4.144
H  -0.255  1.032  4.836

These are the Löwdin partial charges, in e, on atoms 1 to 8: O 0.094; C -0.304; C -0.061; C 0.037; C -0.238; C -0.053; C -0.064; C -0.083

---

Molecular formula: C16H21BClN5O2S6SbZr
Method: DFT, wB97M-V/def2-TZVPD

Output
- LUMO energy: 2.5 eV
- Calculated total energy: -4208.4924 Ha
- HOMO energy: -0.1637 hartree
- Gap between HOMO and LUMO: 0.25606 hartree
- Net charge: -1
- Energy relative to the best compared isomer or geometry (same formula, charge and spin): 0.0 kJ/mol
- Strongest force on any atom: 0.60 eV/A

Positions of all 54 atoms, in Å:
Zr  1.085  0.711  1.096
S  1.104  1.396  5.325
Sb  0.622  2.976  3.825
S  3.259  0.708  2.425
S  -0.869  1.933  2.139
S  2.588  2.644  2.030
C  -3.240  1.144  -0.562
N  -3.012  -0.248  -0.213
C  -3.946  -1.084  0.355
C  -3.341  -2.281  0.513
N  -2.046  -2.173  0.055
B  -1.118  -3.425  -0.063
N  0.241  -3.343  0.751
C  1.190  -4.308  0.498
C  2.168  -4.198  1.427
N  1.809  -3.148  2.240
C  2.645  -2.607  3.302
C  0.655  -2.615  1.794
S  -0.113  -1.196  2.464
C  -1.854  -0.910  -0.362
S  -0.402  -0.250  -1.030
H  -4.317  1.292  -0.623
H  -2.779  1.358  -1.523
H  -2.808  1.799  0.192
H  -4.939  -0.751  0.594
H  -3.707  -3.205  0.918
H  -0.812  -3.642  -1.216
H  -1.773  -4.340  0.401
H  1.071  -5.003  -0.313
H  3.077  -4.750  1.577
H  3.011  -3.433  3.910
H  2.052  -1.922  3.905
H  3.477  -2.060  2.862
N  0.703  3.111  -0.515
C  -0.251  3.353  -1.503
C  -0.091  2.819  -2.780
C  -1.056  3.033  -3.750
C  -2.192  3.786  -3.471
C  -2.345  4.321  -2.199
C  -1.390  4.103  -1.218
H  1.664  3.064  -0.823
H  0.601  3.663  0.324
H  0.780  2.212  -2.996
H  -0.920  2.596  -4.732
H  -2.943  3.954  -4.232
H  -3.219  4.912  -1.954
H  -1.516  4.507  -0.220
Cl  5.344  -0.522  -1.395
C  3.626  -0.918  -1.708
C  2.711  -0.356  -0.658
O  2.339  0.862  -0.725
O  2.270  -1.078  0.253
H  3.532  -2.000  -1.717
H  3.373  -0.494  -2.676

These are the Löwdin partial charges, in e, on atoms 1 to 8: Zr 0.730; S -0.339; Sb 0.237; S -0.014; S -0.225; S -0.156; C -0.035; N -0.108

---

Molecular formula: C41H90N2O4P2
Method: DFT, wB97M-V/def2-TZVPD

Output
- LUMO energy: -7.1 eV
- Calculated total energy: -2708.6814 Ha
- HOMO energy: -0.5079 hartree
- Gap between HOMO and LUMO: 0.24737 hartree
- Net charge: +2
- Strongest force on any atom: 6.46 eV/A

Positions of all 139 atoms, in Å:
C  -0.885  3.332  -0.596
C  -2.355  3.193  -0.065
C  -3.178  2.491  -1.186
C  -4.453  1.850  -0.663
C  -4.226  0.850  0.429
C  -3.609  1.540  1.659
N  -2.438  2.382  1.199
O  -1.431  2.286  1.971
C  -3.159  0.445  2.602
C  -4.602  2.453  2.317
C  -2.943  4.531  0.286
H  -0.362  2.415  -0.867
H  -0.261  3.947  0.126
H  -0.947  3.993  -1.485
H  -2.580  1.662  -1.636
H  -3.241  3.221  -2.001
H  -4.863  1.335  -1.506
H  -5.203  2.583  -0.387
H  -3.583  0.016  0.145
H  -5.192  0.524  0.719
H  -2.416  -0.168  2.117
H  -3.967  -0.259  2.842
H  -2.740  0.875  3.521
H  -4.150  3.360  2.796
H  -5.236  1.961  3.020
H  -5.201  2.923  1.580
H  -2.331  5.098  0.978
H  -3.964  4.370  0.670
H  -2.996  5.116  -0.629
C  6.124  -2.373  0.709
C  4.760  -1.837  1.160
C  4.818  -0.380  1.564
C  3.478  0.116  2.056
P  3.632  1.855  2.578
C  2.054  2.454  3.150
C  1.279  1.467  4.087
C  0.207  2.239  4.832
C  -0.735  1.343  5.609
C  4.905  1.984  3.911
C  4.952  0.705  4.781
C  6.328  0.638  5.567
C  6.690  1.851  6.412
C  4.092  2.953  1.216
C  3.108  2.768  0.046
C  3.504  3.715  -1.100
C  4.822  3.321  -1.768
H  6.897  -2.109  1.457
H  6.394  -2.014  -0.272
H  6.170  -3.484  0.636
H  4.520  -2.458  2.059
H  3.979  -2.016  0.471
H  5.121  0.246  0.680
H  5.590  -0.146  2.302
H  3.150  -0.520  2.921
H  2.701  0.069  1.319
H  1.544  2.647  2.219
H  2.165  3.430  3.714
H  1.937  1.021  4.824
H  0.805  0.683  3.548
H  -0.401  2.805  4.124
H  0.658  2.989  5.448
H  -1.003  0.460  5.038
H  -1.679  1.838  5.859
H  -0.323  0.940  6.573
H  4.491  2.842  4.450
H  5.872  2.169  3.413
H  4.897  -0.196  4.214
H  4.059  0.688  5.430
H  6.936  0.449  4.681
H  6.408  -0.228  6.217
H  6.731  2.781  5.814
H  7.668  1.659  6.895
H  5.940  1.970  7.198
H  5.118  2.839  0.913
H  3.994  3.954  1.737
H  2.096  2.827  0.407
H  3.141  1.746  -0.362
H  3.428  4.737  -0.777
H  2.736  3.733  -1.867
H  5.735  3.413  -1.167
H  5.022  3.994  -2.582
H  4.847  2.302  -2.069
C  3.159  -0.806  -2.657
C  2.305  -1.969  -3.316
C  0.767  -1.713  -3.070
C  -0.105  -2.834  -3.584
P  -1.814  -2.659  -3.029
C  -2.190  -0.919  -3.096
C  -2.230  -0.181  -4.495
C  -3.299  -0.530  -5.539
C  -3.386  0.466  -6.691
C  -2.913  -3.858  -3.857
C  -2.739  -5.398  -3.548
C  -3.705  -6.218  -4.420
C  -5.161  -5.881  -4.295
C  -1.770  -3.062  -1.301
C  -3.202  -3.015  -0.730
C  -3.273  -2.689  0.769
C  -4.699  -2.839  1.316
H  4.036  -1.231  -2.194
H  2.508  -0.358  -1.935
H  3.477  -0.065  -3.407
H  2.604  -2.928  -2.873
H  2.487  -2.145  -4.362
H  0.528  -0.742  -3.536
H  0.702  -1.543  -1.989
H  0.221  -3.737  -3.051
H  -0.088  -3.031  -4.648
H  -1.424  -0.492  -2.449
H  -3.187  -0.801  -2.614
H  -1.274  -0.394  -4.978
H  -2.198  0.890  -4.303
H  -4.213  -0.411  -4.940
H  -3.146  -1.554  -5.878
H  -3.407  1.504  -6.326
H  -4.350  0.427  -7.189
H  -2.645  0.175  -7.404
H  -2.698  -3.727  -4.946
H  -3.910  -3.524  -3.702
H  -2.853  -5.634  -2.482
H  -1.691  -5.597  -3.782
H  -3.571  -7.240  -4.078
H  -3.359  -6.312  -5.475
H  -5.329  -4.859  -4.558
H  -5.415  -5.991  -3.229
H  -5.774  -6.570  -4.879
H  -1.089  -2.411  -0.722
H  -1.370  -4.079  -1.110
H  -3.753  -3.936  -1.008
H  -3.677  -2.208  -1.284
H  -2.792  -1.723  0.918
H  -2.645  -3.459  1.299
H  -5.393  -2.065  0.905
H  -4.626  -2.702  2.397
H  -5.054  -3.819  1.077
N  -0.093  -0.199  0.526
O  0.649  -1.254  0.503
O  0.361  0.811  1.126
O  -1.149  -0.167  -0.105

These are the Löwdin partial charges, in e, on atoms 1 to 8: C -0.006; C -0.436; C -0.103; C -0.165; C -0.112; C -0.438; N 0.088; O 0.150

---

Molecular formula: C5H10N2
Method: DFT, wB97M-V/def2-TZVPD

Output
- LUMO energy: 0.4 eV
- Calculated total energy: -305.8234 Ha
- HOMO energy: -0.2999 hartree
- Gap between HOMO and LUMO: 0.31398 hartree
- Energy relative to the best compared isomer or geometry (same formula, charge and spin): 526.4 kJ/mol
- Strongest force on any atom: 4.32 eV/A

Positions of all 17 atoms, in Å:
C  -0.191  1.200  -1.515
C  -0.207  -0.133  -1.700
C  -1.197  -2.330  -0.952
C  -1.195  -0.974  -1.056
C  1.141  -0.331  2.504
N  1.075  1.894  1.837
N  1.120  0.507  1.592
H  0.573  1.707  -2.050
H  -0.578  1.780  -0.712
H  0.368  -0.579  -2.455
H  -0.459  -2.935  -1.387
H  -2.033  -2.763  -0.419
H  -2.024  -0.585  -0.443
H  1.291  -1.309  2.022
H  1.015  2.298  2.878
H  0.137  2.197  1.349
H  1.161  0.355  0.507

These are the Löwdin partial charges, in e, on atoms 1 to 8: C 0.007; C -0.192; C 0.025; C -0.199; C -0.073; N -0.045; N -0.272; H 0.049

---

Molecular formula: C9H27IN11O7P
Method: DFT, wB97M-V/def2-TZVPD

Output
- LUMO energy: 0.0 eV
- Calculated total energy: -2127.4534 Ha
- HOMO energy: -0.3289 hartree
- SMILES: O=C1CC[C@@H](P(O)I)N1.NC(N)=O.NC(N)=O.NC(N)=O.NC(N)=O.NC(N)=O
- Gap between HOMO and LUMO: 0.33034 hartree
- Strongest force on any atom: 1.01 eV/A

Positions of all 56 atoms, in Å:
O  -0.290  2.379  -2.673
C  -0.566  2.178  -1.526
C  -1.529  1.168  -0.952
C  -0.800  0.834  0.342
C  -0.428  2.239  0.811
P  0.787  2.542  2.192
O  -0.206  2.296  3.465
I  2.131  0.462  2.213
N  0.038  2.870  -0.454
H  -1.772  0.340  -1.620
H  -2.434  1.753  -0.720
H  0.137  0.327  0.081
H  -1.325  0.200  1.061
H  -1.316  2.780  1.165
H  -0.892  1.623  3.343
H  -0.203  3.854  -0.525
N  0.962  0.406  -6.237
C  0.299  -0.663  -5.683
N  -0.191  -0.436  -4.431
O  0.164  -1.716  -6.281
H  1.089  1.277  -5.757
H  1.341  0.283  -7.157
H  -0.690  -1.171  -3.953
H  -0.065  0.443  -3.958
N  -4.017  5.999  0.806
C  -3.935  4.644  0.904
N  -4.951  4.033  1.578
O  -3.007  4.013  0.417
H  -4.765  6.537  1.202
H  -3.278  6.472  0.318
H  -4.917  3.034  1.661
H  -5.717  4.532  1.989
N  2.777  -2.888  4.030
C  3.306  -2.613  5.258
N  3.984  -3.669  5.809
O  3.199  -1.535  5.816
H  2.903  -3.786  3.583
H  2.312  -2.153  3.535
H  4.397  -3.532  6.712
H  4.089  -4.546  5.330
N  5.216  -3.196  1.698
C  5.302  -4.532  1.937
N  6.439  -5.145  1.506
O  4.418  -5.162  2.513
H  5.946  -2.663  1.265
H  4.375  -2.729  1.992
H  6.521  -6.132  1.670
H  7.172  -4.662  1.023
N  -3.614  0.075  -3.815
C  -3.572  -1.095  -3.113
N  -4.739  -1.480  -2.516
O  -2.548  -1.753  -3.027
H  -4.444  0.628  -3.920
H  -2.772  0.347  -4.295
H  -4.729  -2.347  -2.012
H  -5.594  -0.965  -2.597

These are the Löwdin partial charges, in e, on atoms 1 to 8: O 0.081; C -0.477; C -0.084; C -0.213; C -0.566; P 0.557; O -0.417; I 0.448

---

Which of these has the lowest HOMO energy? C8H16Na2O4